Entry 1:
Entry from OMol25: a 2-piece molecular cluster, C2H2ClN3O overall at a distorted geometry (ωB97M-V with the def2-TZVPD basis set).

ORCA input file:
```
! wB97M-V def2-TZVPD RIJCOSX def2/J DEFGRID3
* xyz 0 1
N 3.421 -1.750 -0.709
O -0.209 -1.940 0.049
H 0.782 0.404 -1.807
C 0.758 -0.709 -1.809
N 3.522 -0.761 -0.143
N 3.769 0.064 0.724
C 0.173 -1.390 -0.897
Cl 3.947 1.723 0.265
H 1.185 -1.139 -2.689
*
```

**Lowest unoccupied orbital energy**: -0.593 eV
**HOMO-LUMO gap**: 8.84 eV

***

Entry 2:
Entry from OMol25: C2H2ClNO as an isolated structure at a distorted geometry (ωB97M-V with the def2-TZVPD basis set).

ORCA input file:
```
! wB97M-V def2-TZVPD RIJCOSX def2/J DEFGRID3
* xyz 0 1
N 0.006 0.159 0.636
Cl -2.502 0.094 -0.207
C 1.766 0.631 -0.009
H -0.591 -0.884 -1.154
H -0.242 0.515 1.457
O 2.375 -0.221 -0.490
C -0.812 -0.294 -0.233
*
```

**Lowest unoccupied orbital energy**: 0.192 eV
**HOMO-LUMO gap**: 9.45 eV

***

Entry 3:
Entry from OMol25: C2H2CuLiO2 as an isolated structure at a distorted geometry (ωB97M-V with the def2-TZVPD basis set).

ORCA input file:
```
! wB97M-V def2-TZVPD RIJCOSX def2/J DEFGRID3
* xyz 0 1
C -1.138 0.667 0.714
O 1.245 -0.161 -0.740
O -0.443 1.594 1.030
Cu 1.626 1.604 0.189
H -1.117 -1.409 0.524
H -1.603 -0.462 -0.986
C -1.025 -0.477 -0.052
Li 2.455 -1.356 -0.678
*
```

**Lowest unoccupied orbital energy**: -0.531 eV
**HOMO-LUMO gap**: 6.06 eV

***

Entry 4:
Entry from OMol25: C2H2CuO2P as an isolated structure at a distorted geometry (ωB97M-V with the def2-TZVPD basis set).

ORCA input file:
```
! wB97M-V def2-TZVPD RIJCOSX def2/J DEFGRID3
* xyz 1 2
C -1.057 0.006 0.486
O 0.210 1.907 -0.105
P 1.546 1.060 0.309
C -0.987 1.275 0.022
H -1.807 1.702 -0.554
Cu 1.525 -1.610 -0.413
O -1.187 -1.158 0.400
H 1.757 -3.183 -0.144
*
```

**Lowest unoccupied orbital energy (spin up / spin down)**: -7.339 / -7.974 eV
**Expectation value of S²**: 1.08
**HOMO-LUMO gap (spin up / spin down)**: 6.32 / 5.55 eV

***

Entry 5:
Entry from OMol25: one molecule with the formula C2H2F2I2O at a distorted geometry (ωB97M-V with the def2-TZVPD basis set).

ORCA input file:
```
! wB97M-V def2-TZVPD RIJCOSX def2/J DEFGRID3
* xyz 0 1
H 0.051 -0.588 -1.403
C -0.787 -0.110 0.731
C 0.268 0.118 -0.645
O 1.425 -0.098 -0.037
I 0.039 2.069 -1.591
H 2.129 0.183 -0.524
F -2.077 -0.016 0.417
I -0.499 -2.238 1.339
F -0.549 0.681 1.713
*
```

**Lowest unoccupied orbital energy**: -0.227 eV
**HOMO-LUMO gap**: 9.55 eV
**SMILES string**: O[C@H](I)C(F)(F)I

***

Entry 6:
Entry from OMol25: a 2-piece molecular cluster, C2H2F2INO overall at a distorted geometry (ωB97M-V with the def2-TZVPD basis set).

ORCA input file:
```
! wB97M-V def2-TZVPD RIJCOSX def2/J DEFGRID3
* xyz 0 1
F 2.378 1.639 -0.507
C 1.157 -0.864 0.388
I 4.549 -0.273 -0.184
F 2.749 1.159 1.615
C 2.658 0.677 0.328
H -0.648 -1.004 -0.359
O 1.579 -1.749 1.004
N 0.023 -0.379 -0.023
H 0.212 0.486 -0.677
*
```

**Lowest unoccupied orbital energy**: 0.226 eV
**HOMO-LUMO gap**: 9.16 eV

***

Entry 7:
Entry from OMol25: C2H2F2LiORh as an isolated structure at a distorted geometry (ωB97M-V with the def2-TZVPD basis set).

ORCA input file:
```
! wB97M-V def2-TZVPD RIJCOSX def2/J DEFGRID3
* xyz 1 6
F -1.895 -0.384 -0.158
C -0.680 0.113 0.386
H 0.309 -0.366 -1.415
H -0.733 0.389 1.454
F -1.307 2.387 0.005
O 1.652 0.161 0.089
Li -1.205 -2.152 0.102
Rh 3.410 0.034 -0.129
C 0.449 -0.182 -0.333
*
```

**Lowest unoccupied orbital energy (spin up / spin down)**: -4.685 / -7.785 eV
**Expectation value of S²**: 8.76
**HOMO-LUMO gap (spin up / spin down)**: 5.49 / 5.93 eV

***

Entry 8:
Entry from OMol25: a 2-piece molecular cluster, C2H2F2O2 overall at a distorted geometry (ωB97M-V with the def2-TZVPD basis set).

ORCA input file:
```
! wB97M-V def2-TZVPD RIJCOSX def2/J DEFGRID3
* xyz 0 1
C 1.808 -0.168 -0.278
F -1.377 -1.014 0.491
O 0.968 0.561 0.065
F 2.857 -0.505 0.503
C -2.512 -0.289 0.137
H -1.377 1.307 0.269
H 1.860 -0.816 -1.267
O -2.225 0.925 0.081
*
```

**Lowest unoccupied orbital energy**: 0.781 eV
**HOMO-LUMO gap**: 10.93 eV

***

Entry 9:
Entry from OMol25: C2H2F2O2S as an isolated structure at a distorted geometry (ωB97M-V with the def2-TZVPD basis set).

ORCA input file:
```
! wB97M-V def2-TZVPD RIJCOSX def2/J DEFGRID3
* xyz 0 1
H 0.825 -1.147 -1.679
S -0.581 1.415 0.141
O 0.642 2.100 0.512
H 1.426 -2.396 -0.484
F -1.671 1.652 1.317
O -1.350 1.709 -1.020
C 0.029 -0.898 0.248
C 0.811 -1.480 -0.596
F -0.131 -0.954 1.560
*
```

**Lowest unoccupied orbital energy (spin up / spin down)**: -1.619 / -1.620 eV
**HOMO-LUMO gap (spin up / spin down)**: 9.33 / 9.32 eV

***

Entry 10:
Entry from OMol25: C2H2F2O2Tb as an isolated structure at a distorted geometry (ωB97M-V with the def2-TZVPD basis set).

ORCA input file:
```
! wB97M-V def2-TZVPD RIJCOSX def2/J DEFGRID3
* xyz 3 7
Tb -1.789 1.998 -1.267
C 0.359 -0.968 0.295
H 0.616 -0.911 1.358
H 1.964 0.109 -0.758
O -1.249 1.003 0.950
F 0.273 -2.129 -0.278
C 0.892 0.125 -0.517
O 0.254 1.218 -0.477
F -1.321 -0.445 0.695
*
```

**Lowest unoccupied orbital energy (spin up / spin down)**: -16.691 / -17.380 eV
**Expectation value of S²**: 12.71
**HOMO-LUMO gap (spin up / spin down)**: 7.33 / 6.63 eV

***

Entry 11:
Entry from OMol25: one molecule with the formula C2H2F2O3 at a distorted geometry (ωB97M-V with the def2-TZVPD basis set).

ORCA input file:
```
! wB97M-V def2-TZVPD RIJCOSX def2/J DEFGRID3
* xyz 0 1
O -2.348 1.399 0.051
O 0.217 0.693 0.575
H 0.737 -1.350 -0.962
F -2.786 -0.942 -0.161
H -0.240 1.495 0.500
C -2.004 0.047 0.006
O -0.225 -0.995 -0.948
F -0.596 -1.313 1.240
C -0.555 -0.403 0.259
*
```

**Lowest unoccupied orbital energy**: -0.206 eV
**HOMO-LUMO gap**: 11.51 eV
**SMILES string**: O=C(F)C(O)(O)F

***

Entry 12:
Entry from OMol25: one molecule with the formula C2H2F2O3S at a distorted geometry (ωB97M-V with the def2-TZVPD basis set).

ORCA input file:
```
! wB97M-V def2-TZVPD RIJCOSX def2/J DEFGRID3
* xyz 0 1
S 1.987 -0.539 1.694
O -1.627 0.036 -0.088
F 1.252 -0.638 3.255
H 0.087 1.232 -0.792
C -0.239 0.237 -0.463
O 2.593 0.696 1.624
C -1.431 -0.146 -1.460
O 0.700 -0.534 0.198
F -1.888 0.819 -2.314
H -1.434 -1.164 -1.655
*
```

**Lowest unoccupied orbital energy (spin up / spin down)**: -1.497 / -1.497 eV
**HOMO-LUMO gap (spin up / spin down)**: 8.25 / 8.25 eV

***

Entry 13:
Entry from OMol25: a 2-piece molecular cluster, C2H2F2OS overall at a distorted geometry (ωB97M-V with the def2-TZVPD basis set).

ORCA input file:
```
! wB97M-V def2-TZVPD RIJCOSX def2/J DEFGRID3
* xyz 0 3
F 0.978 -1.075 -0.722
H -1.663 -1.010 -0.593
F 0.071 -1.039 1.601
O -1.683 1.098 -0.204
S 1.083 1.397 0.280
C 0.281 -0.126 -0.096
C -1.173 0.004 -0.346
H 2.105 0.750 0.080
*
```

**Lowest unoccupied orbital energy (spin up / spin down)**: 0.419 / -4.752 eV
**Expectation value of S²**: 2.02
**HOMO-LUMO gap (spin up / spin down)**: 8.42 / 5.36 eV

***

Entry 14:
Entry from OMol25: C2H2FGdO2 as an isolated structure at a distorted geometry (ωB97M-V with the def2-TZVPD basis set).

ORCA input file:
```
! wB97M-V def2-TZVPD RIJCOSX def2/J DEFGRID3
* xyz 2 8
Gd -1.929 -1.256 0.768
C 0.579 1.058 -0.457
F -3.690 -2.069 1.340
O 2.499 -0.642 -0.083
H 0.474 1.390 -1.498
O -0.029 -0.229 -0.166
C 1.543 -0.027 -0.278
H 0.554 1.774 0.375
*
```

**Lowest unoccupied orbital energy (spin up / spin down)**: -11.149 / -15.536 eV
**Expectation value of S²**: 16.07
**HOMO-LUMO gap (spin up / spin down)**: 9.16 / 4.55 eV

***

Entry 15:
Entry from OMol25: C2H2FHgO2 as an isolated structure at a distorted geometry (ωB97M-V with the def2-TZVPD basis set).

ORCA input file:
```
! wB97M-V def2-TZVPD RIJCOSX def2/J DEFGRID3
* xyz 1 1
Hg 1.040 1.022 -0.648
F -1.796 -1.185 -0.518
C -1.149 -0.252 0.060
O 1.925 -0.539 0.272
C -1.024 0.980 0.209
H 1.712 -0.857 1.160
H -1.581 1.895 0.045
O 0.872 -1.064 -0.581
*
```

**Lowest unoccupied orbital energy (spin up / spin down)**: -7.420 / -7.420 eV
**HOMO-LUMO gap (spin up / spin down)**: 7.45 / 7.45 eV

***

Entry 16:
Entry from OMol25: one molecule with the formula C2H2FIS at a distorted geometry (ωB97M-V with the def2-TZVPD basis set).

ORCA input file:
```
! wB97M-V def2-TZVPD RIJCOSX def2/J DEFGRID3
* xyz 0 1
S 2.850 -0.235 1.183
F 2.005 1.554 -0.552
C 0.261 0.183 0.279
I 5.710 0.350 1.399
H -0.334 0.845 -0.286
C 1.580 0.561 0.252
H 0.084 -0.646 1.064
*
```

**Lowest unoccupied orbital energy (spin up / spin down)**: -3.453 / -3.442 eV
**HOMO-LUMO gap (spin up / spin down)**: 5.58 / 5.61 eV
**SMILES string**: C=C(F)SI

***

Entry 17:
Entry from OMol25: a 2-piece molecular cluster, C2H2FIS overall at a distorted geometry (ωB97M-V with the def2-TZVPD basis set).

ORCA input file:
```
! wB97M-V def2-TZVPD RIJCOSX def2/J DEFGRID3
* xyz 0 3
C -0.423 0.286 1.002
I -2.316 1.207 1.109
H 0.239 0.576 0.208
H -0.273 -2.655 -1.192
F 0.094 -1.944 -1.616
S 0.212 -2.391 1.633
C -0.253 -0.916 1.393
*
```

**Lowest unoccupied orbital energy (spin up / spin down)**: 0.186 / -2.987 eV
**Expectation value of S²**: 2.02
**HOMO-LUMO gap (spin up / spin down)**: 7.06 / 6.97 eV

***

Entry 18:
Entry from OMol25: C2H2FKO as an isolated structure at a distorted geometry (ωB97M-V with the def2-TZVPD basis set).

ORCA input file:
```
! wB97M-V def2-TZVPD RIJCOSX def2/J DEFGRID3
* xyz 0 1
C -0.915 -0.564 -0.043
K 2.918 0.644 0.980
H 4.761 1.853 1.210
O 0.070 -0.397 0.579
H -2.687 -0.224 0.025
F -2.222 -1.063 -1.882
C -1.925 -0.250 -0.869
*
```

**Lowest unoccupied orbital energy**: -0.928 eV
**HOMO-LUMO gap**: 5.19 eV

***

Entry 19:
Entry from OMol25: C2H2FLuO as an isolated structure at a distorted geometry (ωB97M-V with the def2-TZVPD basis set).

ORCA input file:
```
! wB97M-V def2-TZVPD RIJCOSX def2/J DEFGRID3
* xyz 2 1
H -0.154 -2.077 -1.205
H -2.247 -1.041 -0.016
O 0.082 -0.992 0.633
C -0.126 -1.053 -0.820
C -1.292 -0.560 -0.215
F -1.307 0.827 -0.039
Lu 1.369 0.764 0.051
*
```

**Lowest unoccupied orbital energy**: -12.106 eV
**HOMO-LUMO gap**: 6.96 eV

***

Entry 20:
Entry from OMol25: C2H2FMnO2 as an isolated structure at a distorted geometry (ωB97M-V with the def2-TZVPD basis set).

ORCA input file:
```
! wB97M-V def2-TZVPD RIJCOSX def2/J DEFGRID3
* xyz 0 7
Mn -1.009 -1.123 0.646
C 1.070 0.463 -0.135
O -1.285 0.623 -0.524
H 1.621 1.218 0.458
H 1.424 0.512 -1.269
F -2.437 -2.088 1.041
C -0.192 1.115 -0.669
O 0.807 -0.720 0.451
*
```

**Lowest unoccupied orbital energy (spin up / spin down)**: 0.560 / -1.416 eV
**Expectation value of S²**: 12.01
**HOMO-LUMO gap (spin up / spin down)**: 9.84 / 9.41 eV